(1)
{
  "formula": "C2H2ClFO",
  "method": "the ωB97M-V functional and the def2-TZVPD basis",
  "species": ["C", "C", "O", "F", "Cl", "H", "H"],
  "coordinates": [[0.73, 0.14, -0.01], [-0.72, -0.13, 0.18], [0.22, -0.30, -1.28], [-0.97, -1.41, 0.53], [-1.93, 1.04, 0.21], [1.15, 1.10, 0.01], [1.52, -0.44, 0.36]],
  "nbo_charge": [-0.148, 0.480, -0.530, -0.291, 0.113, 0.184, 0.192],
  "smiles": "F[C@@]1(Cl)CO1",
  "energy_ha": -712.60838
}

***

(2)
{
  "formula": "C4H6NO",
  "method": "the ωB97M-V functional and the def2-TZVPD basis",
  "species": ["C", "C", "C", "C", "N", "O", "H", "H", "H", "H", "H", "H"],
  "coordinates": [[-0.12, 1.31, -0.70], [-1.40, -0.77, 0.29], [0.13, 1.42, 0.70], [1.13, -0.73, 0.29], [-0.13, 0.05, 0.12], [-2.48, -0.35, 0.06], [-1.05, 1.90, -0.98], [0.61, 1.65, -1.50], [-1.07, -1.68, 0.65], [1.86, -0.25, 0.93], [0.91, -1.59, 0.81], [1.61, -0.98, -0.68]],
  "nbo_charge": [-0.473, 0.594, 0.486, -0.427, -0.427, -0.375, 0.360, 0.336, 0.163, 0.266, 0.241, 0.257],
  "total_charge": 1,
  "energy_ha": -285.52754
}

***

(3)
{
  "formula": "C5H9N3",
  "method": "the ωB97M-V functional and the def2-TZVPD basis",
  "species": ["C", "C", "C", "C", "C", "H", "H", "H", "H", "H", "H", "H", "H", "H", "N", "N", "N"],
  "coordinates": [[-0.39, -1.81, -2.09], [-0.86, 0.03, -0.50], [0.11, 0.41, 0.63], [-0.21, 1.16, 1.75], [1.41, 0.14, 0.07], [0.08, -2.93, -1.54], [0.23, -1.85, -3.05], [-1.54, -2.12, -2.25], [-1.76, -0.68, -0.19], [-1.44, 0.91, -0.79], [-1.25, 1.14, 2.07], [1.62, 2.57, 2.08], [-0.04, 1.63, 3.61], [2.38, 0.56, 0.26], [-0.06, -0.60, -1.55], [0.43, 1.95, 2.57], [1.29, -0.52, -1.07]],
  "nbo_charge": [-0.409, -0.235, -0.216, 0.032, -0.014, 0.145, 0.216, 0.225, 0.187, 0.200, 0.171, 0.422, 0.428, 0.212, -0.311, -0.818, -0.236],
  "energy_ha": -359.94052
}

***

(4)
{
  "formula": "Cl2O8Sr",
  "method": "the ωB97M-V functional and the def2-TZVPD basis",
  "species": ["Sr", "Cl", "O", "O", "O", "O", "Cl", "O", "O", "O", "O"],
  "coordinates": [[-1.08, -4.35, -2.74], [0.76, 2.28, 1.47], [0.55, 1.83, 0.12], [1.62, 3.39, 1.31], [-0.55, 2.65, 2.07], [1.25, 1.28, 2.40], [-0.48, -1.35, -0.90], [0.55, -1.07, 0.02], [-1.29, -0.22, -1.35], [0.07, -2.06, -2.05], [-1.41, -2.37, -0.34]],
  "mulliken_charge": [1.818, 1.622, -0.626, -0.652, -0.687, -0.645, 1.786, -0.448, -0.499, -0.861, -0.806],
  "energy_ha": -1552.34121
}

***

In the order shown, the computed frontier orbital gap values come out to 11.10; 9.66; 6.70; 1.56 eV.
In the order shown, the computed HOMO level values come out to -0.382; -0.598; -0.258; -0.241 hartree.
In the order shown, the computed ΔE to the lowest compared entry with this formula, charge and spin values come out to 1.937; 5.297; 6.986; 3.331 eV.